## one
This record from the OMol25 dataset describes a structure of composition C2H6N2OS2. The level of theory is the ωB97M-V functional and the def2-TZVPD basis.

Properties
Total charge: 0
Highest occupied orbital energy, eV: -8.11
Frontier orbital gap, Eh: 0.3000
2S+1: 1

Element x y z (Å)
C 2.965 -0.324 -0.317
C 0.676 -0.257 0.152
H 3.229 0.778 -0.046
H 3.718 -1.095 -0.043
H 2.763 -0.363 -1.410
H -0.185 -1.979 0.720
H -2.670 -0.215 0.256
H -0.524 1.581 1.686
N -0.612 -0.959 0.686
N 0.655 0.920 -0.242
O 1.733 -0.976 0.295
S -1.947 -1.177 -0.347
S -0.700 1.981 -0.005

---

## two
This record from the OMol25 dataset describes a structure of composition C2H6N2OS2. The level of theory is the ωB97M-V functional and the def2-TZVPD basis.

Properties
Total charge: 0
Highest occupied orbital energy, eV: -8.68
Frontier orbital gap, Eh: 0.3350
2S+1: 1

Element x y z (Å)
C 2.671 -0.500 0.736
C -0.060 0.033 -0.086
H 1.962 0.218 1.646
H 2.945 -1.888 1.191
H 3.738 0.124 0.164
H -1.036 -1.753 0.441
H -2.718 0.187 1.339
H 0.821 2.815 -0.256
N -1.142 -0.791 0.030
N -0.109 1.317 0.165
O 1.137 1.918 -0.215
S 1.377 -0.870 -0.526
S -2.734 -0.125 0.022

---

The winner here is one, beating the second structure by 1.782 eV.

---

## one
This record from the OMol25 dataset describes an isolated molecule of C3H3FO. The level of theory is the ωB97M-V functional and the def2-TZVPD basis.

Properties
Total charge: 0
Highest occupied orbital energy, eV: -9.72
Frontier orbital gap, Eh: 0.3922
2S+1: 1

Element x y z (Å)
C -0.394 -0.036 0.050
C 0.802 0.377 0.386
C 0.103 0.905 2.471
O 0.925 1.092 1.560
F 0.522 1.621 3.422
H -0.626 -0.535 -0.864
H 1.792 0.009 0.038
H -1.213 0.119 0.665

---

## two
This record from the OMol25 dataset describes a structure of composition C3H3FO. The level of theory is the ωB97M-V functional and the def2-TZVPD basis.

Properties
Total charge: 0
Highest occupied orbital energy, eV: -10.18
Frontier orbital gap, Eh: 0.3721
2S+1: 1

Element x y z (Å)
C -0.045 -0.093 0.529
C 1.246 -0.265 0.748
C -0.340 0.370 -0.972
H 1.639 -0.468 1.734
H 2.017 -0.514 -0.058
H -1.098 1.451 -1.362
O 0.220 -0.457 -1.805
F -1.053 0.346 1.365

---

The winner here is two, beating the second structure by 0.140 eV.

---

## one
This record from the OMol25 dataset describes an isolated molecule of C3H5IO. The level of theory is the ωB97M-V functional and the def2-TZVPD basis.

Properties
Total charge: 0
Highest occupied orbital energy (spin up / spin down), eV: -9.25 / -9.26
Frontier orbital gap (spin up / spin down), Eh: 0.2699 / 0.2701
2S+1: 1

Element x y z (Å)
C 0.765 -0.625 0.336
C 1.775 0.200 -0.421
C -0.600 -0.016 0.068
O 0.962 -1.812 -0.164
I 3.779 0.043 -0.015
H 0.783 -0.555 1.473
H 1.453 0.222 -1.475
H -0.554 1.119 0.330
H -1.210 -0.398 0.903
H -0.886 0.023 -0.959

---

## two
This record from the OMol25 dataset describes a structure of composition C3H5IO. The level of theory is the ωB97M-V functional and the def2-TZVPD basis.

Properties
Total charge: 0
Highest occupied orbital energy, eV: -9.04
Frontier orbital gap, Eh: 0.3128
2S+1: 1

Element x y z (Å)
C -0.059 0.700 0.279
C 1.877 -0.093 -2.485
C 2.057 1.188 -2.389
O 2.258 2.363 -2.403
I 0.176 -0.625 -3.601
H 0.027 1.656 -0.148
H -0.578 0.070 -0.475
H 2.402 -0.749 -1.887
H -0.345 0.708 1.411
H 1.000 0.308 0.265

---

## three
This record from the OMol25 dataset describes an isolated molecule of C3H5IO. The level of theory is the ωB97M-V functional and the def2-TZVPD basis.

Properties
Total charge: 0
Highest occupied orbital energy, eV: -9.74
Structure (SMILES): C[C@@H](I)C=O
Frontier orbital gap, Eh: 0.3513
2S+1: 1

Element x y z (Å)
C 1.197 -0.055 -0.334
C -0.142 -0.343 0.332
I -0.155 0.087 2.534
C -1.454 0.459 -0.265
O -1.550 1.324 -1.116
H 1.440 1.040 -0.467
H 1.266 -0.759 -1.138
H 2.038 -0.217 0.303
H -0.304 -1.410 0.066
H -2.335 -0.125 0.085

---

The winner here is three, beating the second structure by 0.459 eV.

---

## one
This record from the OMol25 dataset describes an isolated molecule of C3H11N3. The level of theory is the ωB97M-V functional and the def2-TZVPD basis.

Properties
Total charge: 0
Highest occupied orbital energy, eV: -8.63
Structure (SMILES): C[C@H](N)CNN
Frontier orbital gap, Eh: 0.3560
2S+1: 1

Element x y z (Å)
C -1.846 1.072 -0.560
C -0.211 0.954 0.003
N 0.694 1.356 -0.998
C -0.257 -0.490 0.338
N 1.249 -0.741 0.906
N 1.713 -2.074 0.777
H -1.899 0.608 -1.543
H -2.613 0.678 0.102
H -2.015 2.140 -0.668
H -0.121 1.592 0.884
H 1.635 1.502 -0.658
H 0.684 0.761 -1.817
H -0.363 -1.138 -0.535
H -0.962 -0.738 1.138
H 1.235 -0.529 1.903
H 2.118 -2.192 -0.148
H 0.959 -2.761 0.876

---

## two
This record from the OMol25 dataset describes a cluster of 2 separate species, C3H11N3 in total. The level of theory is the ωB97M-V functional and the def2-TZVPD basis.

Properties
Total charge: 0
Highest occupied orbital energy, eV: -8.04
Structure (SMILES): C=CN.NCN
Frontier orbital gap, Eh: 0.3293
2S+1: 1

Element x y z (Å)
C -0.231 0.324 -4.703
C 0.089 0.178 -3.415
N 1.139 0.666 -2.662
H 0.079 1.129 -5.357
H -0.865 -0.455 -5.105
H -0.590 -0.383 -2.781
H 1.520 1.540 -2.966
H 1.010 0.565 -1.663
N -0.849 -0.748 4.109
C -0.358 0.157 3.037
N 0.311 -0.613 2.012
H -0.010 -1.167 4.496
H -1.259 -0.280 4.918
H -1.199 0.702 2.613
H 0.396 0.834 3.436
H 1.090 -1.108 2.410
H -0.271 -1.341 1.622

---

## three
This record from the OMol25 dataset describes a cluster of 2 separate species, C3H11N3 in total. The level of theory is the ωB97M-V functional and the def2-TZVPD basis.

Properties
Total charge: 0
Highest occupied orbital energy, eV: -8.37
Structure (SMILES): [H]/N=C/N.CNC
Frontier orbital gap, Eh: 0.3412
2S+1: 1

Element x y z (Å)
H -1.172 -3.577 -2.565
N -1.050 -2.542 -2.593
C -1.907 -2.195 -3.481
N -2.114 -0.817 -3.606
H -2.501 -2.851 -4.180
H -1.566 -0.295 -2.857
H -3.093 -0.691 -3.261
C 1.141 2.453 1.834
N 0.668 1.099 2.287
C 1.707 0.325 2.972
H 2.136 2.195 1.331
H 1.114 3.207 2.626
H 0.456 2.774 0.905
H 0.290 0.633 1.465
H 1.255 -0.446 3.590
H 2.181 -0.257 2.097
H 2.457 0.984 3.435

---

The winner here is two, beating the second structure by 0.685 eV.

---

## one
This record from the OMol25 dataset describes a cluster of 2 separate species, C3H11N3 in total. The level of theory is the ωB97M-V functional and the def2-TZVPD basis.

Properties
Total charge: 0
Highest occupied orbital energy, eV: -8.69
Structure (SMILES): [H]/N=C/N.CCN
Frontier orbital gap, Eh: 0.3548
2S+1: 1

Element x y z (Å)
H -2.887 1.443 -1.259
N -3.128 1.069 -0.344
C -2.112 1.183 0.441
N -1.781 0.208 1.342
H -1.859 2.245 0.590
H -0.843 -0.119 1.430
H -2.576 -0.384 1.520
C 1.290 0.411 0.230
C 1.598 -1.051 -0.081
N 2.052 -1.289 -1.470
H 2.109 1.008 -0.181
H 1.294 0.457 1.315
H 0.391 0.740 -0.282
H 0.667 -1.610 0.058
H 2.414 -1.437 0.524
H 1.625 -0.652 -2.127
H 1.747 -2.221 -1.706

---

## two
This record from the OMol25 dataset describes an isolated molecule of C3H11N3. The level of theory is the ωB97M-V functional and the def2-TZVPD basis.

Properties
Total charge: 0
Highest occupied orbital energy, eV: -9.14
Structure (SMILES): CN[C@@H](C)NN
Frontier orbital gap, Eh: 0.3743
2S+1: 1

Element x y z (Å)
C -1.852 -0.678 -0.667
N -0.960 -0.029 0.278
C 0.306 0.492 -0.350
C 0.922 1.520 0.594
N 1.223 -0.607 -0.551
N 1.356 -1.443 0.598
H -2.789 -0.918 -0.168
H -1.391 -1.604 -1.010
H -2.074 -0.062 -1.551
H -1.444 0.733 0.741
H 0.122 0.939 -1.342
H 0.986 1.116 1.603
H 1.923 1.768 0.252
H 0.316 2.423 0.619
H 0.885 -1.197 -1.308
H 2.079 -1.040 1.186
H 0.392 -1.414 1.076

---

The winner here is two, beating the second structure by 0.886 eV.